[1]
# C5H11N2

An isolated ion of composition C5H11N2 and charge +1 in a non-equilibrium geometry (wB97M-V/def2-TZVPD, the OMol25 dataset).

**Net charge**: +1
**LUMO energy**: -3.30 eV
**SMILES**: [H]/N=C1\C[C@H]1C[NH2+]C
**HOMO-LUMO gap**: 10.77 eV

Positions of all 18 atoms, in Å:
N (-1.48, -1.79, 0.02)
N (0.15, 0.45, 1.24)
C (-0.61, 1.64, 0.99)
C (-0.09, -0.74, -1.90)
C (0.84, -0.91, -0.70)
C (1.26, 0.22, 0.29)
C (-0.54, -1.37, -0.71)
H (0.63, 0.45, 2.20)
H (1.66, 1.18, -0.11)
H (-2.36, -1.92, -0.66)
H (1.56, -1.68, -0.91)
H (-1.30, 1.91, 1.76)
H (-0.05, 2.48, 0.72)
H (0.27, -1.21, -2.79)
H (-1.28, 1.36, 0.26)
H (-0.53, -0.34, 1.46)
H (2.22, -0.04, 0.85)
H (-0.33, 0.30, -2.03)

[2]
# C5H11N2

An isolated ion of composition C5H11N2 and charge +1 in a non-equilibrium geometry (wB97M-V/def2-TZVPD, the OMol25 dataset).

**Net charge**: +1
**LUMO energy (spin up / spin down)**: -5.07 / -4.34 eV
**HOMO-LUMO gap (spin up / spin down)**: 8.30 / 9.48 eV

Positions of all 18 atoms, in Å:
N (-0.27, -1.76, 0.62)
N (-1.16, 0.39, -1.30)
C (0.37, 2.34, -0.47)
C (0.42, -1.54, -0.54)
C (-0.54, 1.13, -0.19)
C (0.41, -1.67, 1.81)
C (0.03, -0.11, -0.72)
H (-0.98, 0.92, -2.17)
H (-1.05, 1.23, 0.75)
H (-0.04, -0.99, 2.48)
H (0.28, -2.58, 2.41)
H (1.11, 2.23, 0.24)
H (0.70, 2.24, -1.40)
H (-0.04, -2.11, -1.23)
H (-0.13, 3.32, -0.49)
H (1.53, -1.60, 1.82)
H (-2.09, 0.14, -1.22)
H (1.47, -1.58, -0.39)

[3]
# C5H11N2

An isolated ion of composition C5H11N2 and charge +1 in a non-equilibrium geometry (wB97M-V/def2-TZVPD, the OMol25 dataset).

**Net charge**: +1
**LUMO energy**: -3.40 eV
**SMILES**: C=C1C[NH2+]CN1C
**HOMO-LUMO gap**: 8.92 eV

Positions of all 18 atoms, in Å:
N (-1.84, -0.12, -0.45)
N (0.49, -0.61, -0.08)
C (-0.77, -1.24, 0.14)
C (0.33, 0.82, 0.02)
C (1.12, 1.87, -0.01)
C (1.78, -1.33, -0.07)
C (-1.15, 1.10, 0.22)
H (2.06, -1.46, 1.03)
H (-0.97, -1.36, 1.19)
H (2.42, -0.68, -0.64)
H (-1.41, 1.12, 1.26)
H (0.73, 2.77, 0.39)
H (-1.69, -0.18, -1.47)
H (2.15, 2.04, -0.39)
H (-1.28, 2.06, -0.15)
H (1.70, -2.28, -0.53)
H (-2.75, -0.36, -0.01)
H (-0.94, -2.18, -0.44)

[4]
# C5H11N2

An isolated ion of composition C5H11N2 and charge +1 in a non-equilibrium geometry (wB97M-V/def2-TZVPD, the OMol25 dataset).

**Net charge**: +1
**LUMO energy**: -3.50 eV
**SMILES**: C#C[C@@H](NC)[NH2+]C
**HOMO-LUMO gap**: 10.15 eV

Positions of all 18 atoms, in Å:
N (-1.44, -0.60, -0.23)
N (0.26, 1.12, -0.47)
C (0.61, -1.04, 1.15)
C (-0.80, -1.49, -1.19)
C (-0.36, 0.22, 0.40)
C (1.01, 2.25, 0.06)
C (1.56, -1.48, 1.74)
H (0.48, 0.84, -1.43)
H (0.55, 2.67, 0.88)
H (-1.92, -1.02, 0.60)
H (2.06, 2.00, 0.28)
H (0.90, 2.99, -0.73)
H (-2.27, -0.12, -0.73)
H (-0.65, 0.68, 1.38)
H (-0.16, -0.75, -1.73)
H (2.17, -1.99, 2.44)
H (-1.69, -1.93, -1.63)
H (-0.32, -2.35, -0.78)

[5]
# C5H11N2O

An isolated ion of composition C5H11N2O and charge +1 in a non-equilibrium geometry (wB97M-V/def2-TZVPD, the OMol25 dataset).

**Net charge**: +1
**LUMO energy**: -3.25 eV
**SMILES**: C[C@H]1CON(C)C1=[NH2+]
**HOMO-LUMO gap**: 10.87 eV

Positions of all 19 atoms, in Å:
O (-0.69, 1.66, 0.11)
N (-1.21, 0.36, 0.17)
N (-0.34, -1.85, 0.37)
C (1.10, 0.20, 0.60)
C (1.75, -0.16, -0.74)
C (-0.27, -0.52, 0.34)
C (-2.48, 0.36, -0.50)
C (0.66, 1.64, 0.64)
H (-2.54, 1.11, -1.36)
H (0.39, -2.39, 0.80)
H (0.49, 2.00, 1.59)
H (-1.30, -2.20, 0.54)
H (1.54, -0.31, 1.38)
H (-2.79, -0.56, -0.87)
H (-3.12, 0.51, 0.32)
H (2.08, -1.12, -0.95)
H (1.39, 2.31, 0.10)
H (1.10, 0.19, -1.61)
H (2.70, 0.51, -0.91)

[6]
# C5H11N2O

An isolated ion of composition C5H11N2O and charge +1 in a non-equilibrium geometry (wB97M-V/def2-TZVPD, the OMol25 dataset).

**Net charge**: +1
**LUMO energy**: -3.64 eV
**SMILES**: N/C=[NH+]\CCCC=O
**HOMO-LUMO gap**: 10.01 eV

Positions of all 19 atoms, in Å:
O (1.02, -2.17, -0.77)
N (-0.38, 0.27, -1.02)
N (-1.92, 1.98, -1.21)
C (-0.87, -0.35, 0.31)
C (1.80, -1.78, 0.06)
C (1.44, -1.00, 1.30)
C (0.24, -0.01, 1.33)
C (-0.79, 1.38, -1.54)
H (1.43, -1.70, 2.13)
H (2.88, -1.99, 0.03)
H (0.00, -0.47, -1.60)
H (-0.83, -1.37, -0.06)
H (-2.09, 2.93, -1.52)
H (0.67, 0.97, 1.14)
H (-1.90, -0.07, 0.49)
H (2.29, -0.32, 1.41)
H (-0.30, 0.09, 2.27)
H (-0.30, 1.81, -2.42)
H (-2.38, 1.80, -0.33)

Here are the calculated ΔE to the lowest compared entry with this formula, charge and spin numbers, same order: 68.7, 140.4, 52.1, 100.5, 81.0, 39.6 (kcal/mol).
Here are the calculated calculated total energy numbers, same order: -8334.13960, -8331.03052, -8334.85931, -8332.76296, -10382.09239, -10383.89021 (eV).